(1)
Computed, not measured: a cluster of 8 separate species, C42H83ClF18N4O24PS7 in total in a non-equilibrium geometry, with the ωB97M-V functional and the def2-TZVPD basis.

Each line ends with the Mulliken charge.
Element x y z (Å)
H  -6.27  -0.85  5.58  0.329
C  0.70  0.07  -2.12  -0.631
C  -1.66  4.25  -7.64  -0.380
H  -1.60  0.76  5.21  -0.053
H  -11.80  -1.91  4.90  0.287
C  1.71  -0.63  -9.47  -0.416
H  -6.13  -1.67  7.13  0.258
C  6.13  -9.79  -1.77  -0.940
C  -0.48  5.75  0.97  -0.714
N  -1.65  -0.23  -1.82  -0.961
H  -0.75  2.86  -6.26  0.303
O  -3.34  6.22  -5.70  -0.566
H  -12.21  1.01  4.08  0.277
C  -4.47  3.43  0.23  0.895
O  8.28  -8.95  -0.57  -0.617
O  6.10  -2.71  -4.61  -0.276
S  -3.57  -0.44  5.08  1.364
C  -9.23  1.06  7.43  -0.966
H  2.21  1.18  0.05  0.918
H  -5.19  1.52  -0.07  0.280
H  0.34  0.21  -3.16  0.235
H  -2.39  -0.32  -1.12  0.387
C  10.76  -9.23  -2.62  -1.000
H  -0.78  4.89  -7.79  0.339
O  -2.87  5.01  -7.80  -0.271
O  8.38  -9.70  -2.92  -0.306
H  -2.52  2.97  -6.13  0.278
C  1.87  1.28  1.10  -1.546
H  -1.59  -0.11  0.65  0.582
H  9.74  -9.72  -4.44  0.276
H  3.81  -0.40  -9.06  0.392
O  0.53  -1.19  -8.87  -0.311
C  -11.58  0.19  4.44  -0.329
F  -1.77  1.75  3.01  -0.062
F  3.45  -6.36  -0.23  -0.285
O  2.14  4.35  8.54  -0.300
C  5.92  -4.85  -3.44  -0.930
P  0.03  1.71  1.04  2.560
H  2.77  -0.04  -7.68  0.278
F  1.56  -3.65  -1.08  -0.147
H  0.72  5.80  2.83  0.169
H  -0.45  6.05  -0.09  0.308
N  -5.51  3.38  1.31  -0.956
H  -1.45  -2.30  -7.46  0.345
O  0.41  -0.41  -6.52  -0.539
C  2.72  -5.32  0.26  0.635
C  9.55  -9.14  -3.53  -0.270
C  -12.42  -1.05  4.63  -0.983
H  0.27  2.02  -0.35  -0.995
O  -8.71  -0.17  5.19  -0.596
C  1.68  -4.95  -0.86  0.569
H  -2.66  1.10  6.60  0.418
H  4.82  -3.05  -3.06  0.023
O  -4.35  -1.08  6.34  -0.313
H  -4.45  2.10  -1.37  0.246
C  7.22  -1.47  -6.50  -0.971
O  -0.69  3.33  -3.16  -0.441
H  10.89  -10.25  -2.25  0.261
C  3.28  -3.23  1.73  0.699
H  -2.66  3.27  -1.76  0.166
C  -1.81  3.48  0.29  1.210
H  0.01  -0.88  0.79  0.121
C  0.68  2.60  7.64  -0.520
H  6.44  -0.71  -6.45  0.307
H  -6.37  3.00  0.91  0.281
H  5.49  -9.36  -1.00  0.344
H  -5.78  4.92  -0.32  0.304
H  -3.18  5.03  0.93  0.528
O  5.32  -3.22  -6.89  -0.597
H  -1.65  3.51  -8.44  0.183
H  4.22  5.77  9.63  0.312
H  -4.15  7.12  -8.99  0.323
H  0.09  2.32  6.78  -0.026
F  2.13  -5.82  1.36  -0.296
H  -6.69  -3.34  5.43  0.392
F  4.46  0.22  0.83  -0.406
H  -2.20  -1.25  -8.70  0.325
N  -4.97  4.46  -0.72  -0.522
H  -10.07  1.22  8.11  0.347
H  6.23  -5.47  -4.29  0.476
C  -5.68  -2.92  5.45  -1.103
F  -0.40  3.22  4.39  -0.340
H  3.03  -1.71  -8.16  0.283
C  -1.91  3.88  -1.22  -1.055
H  4.88  4.50  10.69  0.370
C  -5.68  -1.57  6.14  -0.237
H  10.64  -8.58  -1.75  0.294
C  0.31  2.14  4.02  0.802
C  4.09  -1.90  1.86  0.423
H  3.20  5.03  10.90  0.307
H  -3.25  3.62  2.01  0.226
H  1.90  -1.22  -10.37  0.285
C  5.21  -3.60  -3.92  -0.246
H  -2.37  -0.86  -6.97  0.394
H  5.26  -5.45  -2.81  0.343
H  -5.26  4.03  -1.60  0.300
H  2.21  3.67  6.57  0.340
H  -1.36  6.28  1.42  0.433
O  -10.13  -1.32  6.90  -0.630
O  -3.04  -1.50  4.28  -0.658
H  11.66  -8.92  -3.15  0.389
H  6.39  -10.81  -1.52  0.349
H  7.62  -1.53  -7.51  0.373
C  0.76  6.21  1.80  -1.222
F  5.39  -2.05  1.48  -0.325
O  -1.85  7.24  -7.43  -0.652
C  -0.52  -0.02  0.33  -0.353
F  4.16  -1.62  3.19  -0.340
F  0.35  1.36  5.17  -0.311
H  1.52  0.39  -9.80  0.304
S  3.48  3.61  9.04  1.259
C  -0.62  3.78  -2.06  0.011
C  3.77  -4.21  0.60  0.525
H  -5.17  2.70  1.99  0.255
F  1.95  -3.06  1.62  -0.272
C  3.99  4.86  10.18  -0.939
H  1.33  1.76  7.89  0.317
F  1.55  2.53  3.82  -0.206
H  1.31  -0.86  -2.14  0.064
F  3.47  -3.91  2.89  -0.349
O  7.31  -7.54  -2.38  -0.501
F  0.46  -5.41  -0.54  -0.293
C  -0.74  4.23  1.21  -0.473
H  -5.21  6.30  -7.81  0.299
H  -5.02  -3.62  5.97  0.290
O  -1.63  2.14  0.64  -0.127
H  -8.38  0.66  7.97  0.363
O  0.41  3.39  1.31  -0.370
S  -9.70  -0.13  6.22  1.222
H  -1.51  4.25  -5.48  0.311
F  -0.53  -0.04  3.18  -0.357
H  4.35  -3.84  -4.56  0.348
C  2.90  -0.70  -8.54  -0.904
F  2.02  -5.54  -2.00  -0.248
C  3.48  -0.66  1.13  0.572
C  -1.60  3.54  -6.30  -0.733
H  -4.68  7.98  -7.51  0.365
O  -0.57  0.97  -8.36  -0.628
H  8.01  -1.26  -5.79  0.337
H  6.81  -4.60  -2.88  0.294
O  4.41  3.55  7.96  -0.641
C  -3.17  3.92  0.95  -2.035
H  -8.96  1.98  6.92  0.323
C  -4.40  7.01  -7.94  -0.963
O  -4.41  0.58  4.52  -0.675
H  -5.32  -2.84  4.42  0.283
S  7.61  -8.82  -1.82  1.121
H  9.37  -8.11  -3.84  0.279
O  3.11  2.44  9.78  -0.619
C  -1.72  -1.28  -7.73  -1.032
F  2.98  -1.15  -0.05  -0.027
H  5.64  -9.73  -2.74  0.313
H  1.33  0.96  -1.90  0.124
H  0.82  4.64  7.02  0.253
H  0.78  7.32  1.90  0.458
H  2.40  2.19  1.47  0.225
C  2.36  0.07  1.94  -0.450
H  2.88  0.44  2.85  0.424
N  -4.39  2.08  -0.35  -0.428
H  -10.81  0.03  3.68  0.310
O  7.55  -4.03  -6.12  -0.616
H  1.70  5.89  1.31  0.225
C  1.49  3.85  7.36  -0.428
H  -1.72  -0.42  6.53  0.435
C  -2.26  0.33  5.95  -0.824
C  -0.53  -0.05  -1.21  0.535
H  -12.96  -1.30  3.72  0.390
F  4.23  -3.59  -0.49  -0.260
H  1.64  -0.72  2.21  0.320
S  -0.25  -0.31  -7.78  1.223
C  -0.42  1.32  2.90  -0.497
H  -2.30  4.92  -1.25  0.691
O  -11.00  0.64  5.67  -0.282
H  -13.14  -0.91  5.44  0.263
S  6.51  -3.04  -6.12  1.153
Cl  1.01  4.36  -1.55  -0.195
H  -1.26  4.22  2.19  0.170
F  4.83  -4.87  1.13  -0.364
S  -2.98  6.43  -7.07  1.187
H  0.01  2.75  8.49  0.358

As for the total energy: -246571.11763 eV. The orbital gap comes out at 6.8 eV. As for the spin multiplicity: 1. As for the total charge: -1.

---

(2)
Computed, not measured: a structure of composition C25H33CoN11O3S2 in a non-equilibrium geometry, with the ωB97M-V functional and the def2-TZVPD basis.

Each line ends with the Mulliken charge.
Element x y z (Å)
H  1.52  -3.73  1.33  0.337
C  1.64  0.61  6.05  -0.397
H  -4.73  -0.75  -0.97  0.344
H  -1.58  -1.86  1.42  -0.075
H  3.73  0.70  5.57  0.446
H  -1.21  -1.95  -2.21  -0.051
H  0.16  -1.82  1.75  0.190
C  2.62  0.62  -1.07  -0.169
C  1.22  0.66  3.30  0.379
C  0.14  0.60  4.19  -0.488
C  5.12  0.80  -1.93  -0.614
H  -0.41  3.15  1.49  0.442
N  -0.56  -3.66  1.12  0.177
C  2.72  0.67  5.20  -0.739
C  -3.66  0.74  0.17  0.384
C  0.34  0.58  5.55  -0.967
H  0.03  -5.28  -1.57  0.350
O  -2.43  0.42  -0.39  -0.348
H  -0.51  0.54  6.23  0.448
C  -0.71  0.40  -3.76  -0.479
N  1.95  0.67  1.03  -0.822
N  -0.45  5.48  -0.93  -0.559
C  -1.39  -2.30  -1.19  -0.416
H  -3.52  0.99  1.23  0.257
O  -0.29  0.67  1.47  -0.567
H  4.38  -0.99  -2.89  0.294
C  -0.64  2.30  -2.84  0.342
N  -0.56  0.96  -2.58  0.240
C  -0.55  3.27  -1.76  0.013
N  1.03  -3.65  -0.71  0.173
H  5.22  1.87  -2.15  0.298
C  -0.53  4.65  -1.95  -0.463
C  4.32  0.09  -3.00  -0.626
H  0.17  -3.85  -2.61  0.315
C  -0.61  -2.21  1.08  -0.646
C  -4.62  -0.44  0.07  -1.504
H  1.17  -1.84  -1.74  -0.023
N  -0.50  2.75  -0.53  0.739
H  3.32  0.75  2.10  0.608
S  4.23  0.61  -0.36  -0.051
H  6.10  0.36  -1.80  0.424
C  2.53  0.70  3.81  0.490
C  0.96  -2.20  -0.73  -0.752
H  -0.86  0.58  3.78  0.402
N  -0.80  2.58  -4.11  -0.768
H  1.81  0.58  7.12  0.396
H  -2.57  -3.87  0.53  0.335
H  -3.57  2.84  -0.37  0.216
H  -4.25  -1.28  0.65  0.287
S  2.58  0.59  -2.82  -0.015
N  -1.35  -3.75  -1.17  0.118
C  -0.40  4.96  0.29  -0.505
C  -4.23  1.98  -0.53  -1.342
N  -0.85  1.37  -4.67  0.078
H  1.72  -1.81  -0.05  0.158
O  3.61  0.76  3.03  -0.690
H  -4.31  1.80  -1.60  0.333
C  -0.01  -4.19  -1.59  -0.700
C  0.75  -4.11  0.66  -0.696
N  1.59  0.64  -0.30  0.413
H  -0.96  1.29  -5.67  0.206
H  -0.70  -0.65  -3.98  0.589
H  0.78  -5.20  0.67  0.347
H  -0.59  5.07  -2.95  0.513
C  -1.58  -4.20  0.21  -0.658
C  0.93  0.67  1.86  0.590
H  -0.33  5.65  1.12  0.431
Co  -0.66  0.56  -0.49  1.191
H  -1.54  -5.29  0.24  0.346
C  -0.44  3.58  0.50  -0.412
H  -2.37  -1.96  -0.87  -0.084
H  -5.60  -0.17  0.46  0.492
N  -0.37  -1.69  -0.30  1.585
H  4.64  0.37  -4.01  0.429
H  -5.21  2.22  -0.13  0.480

As for the total energy: -108286.44278 eV. The orbital gap (alpha / beta) comes out at 7.0 / 5.7 eV. As for the spin multiplicity: 5. As for the total charge: +1. The value obtained for the energy relative to the best compared isomer or geometry (same formula, charge and spin) is 43.9 kJ/mol.

---

(3)
Computed, not measured: a cluster of 2 separate species, C3H7NO2 in total in a non-equilibrium geometry, with the ωB97M-V functional and the def2-TZVPD basis.

Each line ends with the Mulliken charge.
Element x y z (Å)
C  2.24  -0.30  -0.89  0.147
H  -0.76  -0.19  -1.30  0.232
H  0.14  0.83  1.78  0.271
O  1.51  0.48  -1.64  -0.419
H  -2.43  0.28  -0.98  0.281
N  -1.43  0.36  -0.63  -0.582
H  3.13  -0.64  -1.40  0.359
H  0.62  0.68  -1.24  0.375
C  -1.45  -0.05  0.71  0.074
C  -0.50  -0.02  1.71  -0.811
O  2.10  -0.52  0.30  -0.437
H  -2.49  -0.22  1.04  0.255
H  -0.68  -0.69  2.54  0.254

As for the total energy: -8807.44836 eV. The orbital gap comes out at 8.8 eV. As for the spin multiplicity: 1. The SMILES is C=CN.O=CO. The value obtained for the energy relative to the best compared isomer or geometry (same formula, charge and spin) is 297.2 kJ/mol.

---

Q: spin multiplicity of number 2 (C25H33CoN11O3S2)?
A: 5

---

Q: Among the records above, which one has the highest spin multiplicity?
A: C25H33CoN11O3S2